# 1
The molecule C4H7NO at a distorted geometry, computed with wB97M-V/def2-TZVPD.

Atoms and positions in Å:
H  -1.944  2.445  -0.468
N  -1.193  1.783  -0.636
C  -0.383  1.635  0.295
O  1.270  1.495  -0.103
C  1.240  0.210  -0.329
C  0.362  -0.560  0.402
C  -0.152  -1.885  -0.071
H  -0.353  2.048  1.299
H  1.749  -0.123  -1.238
H  0.302  -0.356  1.465
H  -1.238  -1.838  -0.211
H  0.063  -2.691  0.635
H  0.277  -2.161  -1.039

## Properties
- E_HOMO: -7.98 eV
- E: -286.46746 hartree
- Net charge: 0
- HOMO-LUMO gap: 8.35 eV
- Lowest unoccupied orbital energy: 0.374 eV
- SMILES: [H]/N=C/O/C=C/C

=====

# 2
The molecule C4H7NO at a distorted geometry, computed with wB97M-V/def2-TZVPD.

Atoms and positions in Å:
C  1.914  0.028  0.278
C  0.448  0.261  0.502
O  0.099  1.295  1.036
C  -0.600  -0.691  -0.098
C  -1.889  0.019  0.015
N  -1.128  -0.053  -1.283
H  2.445  0.859  0.746
H  2.150  0.008  -0.791
H  2.226  -0.922  0.714
H  -0.443  -1.766  -0.124
H  -1.876  0.698  0.877
H  -2.879  -0.347  -0.185
H  -0.465  0.611  -1.686

## Properties
- E_HOMO: -9.33 eV
- E: -286.52938 hartree
- Net charge: 0
- HOMO-LUMO gap: 10.35 eV
- Lowest unoccupied orbital energy: 1.019 eV
- SMILES: CC(=O)[C@H]1CN1

=====

# 3
A cluster of 2 separate species, C4H7NO in total, computed with wB97M-V/def2-TZVPD.

Atoms and positions in Å:
H  0.845  -1.759  0.796
N  0.216  -1.469  0.044
C  -0.683  -0.690  0.491
C  -1.751  -0.117  -0.394
H  -0.746  -0.406  1.547
H  -2.566  -0.846  -0.413
H  -1.408  0.038  -1.422
H  -2.144  0.823  0.005
C  1.919  0.621  -0.517
C  1.132  1.147  0.389
O  0.536  1.685  1.240
H  1.601  -0.136  -1.221
H  2.910  1.045  -0.523

## Properties
- E_HOMO: -9.15 eV
- E: -286.54053 hartree
- Net charge: 0
- HOMO-LUMO gap: 10.08 eV
- Lowest unoccupied orbital energy: 0.930 eV
- SMILES: [H]/N=C/C.C=C=O

=====

# 4
The molecule C4H7NO at a distorted geometry, computed with wB97M-V/def2-TZVPD.

Atoms and positions in Å:
C  -1.571  -0.705  -0.751
O  -0.173  -0.656  -0.976
C  0.655  -0.487  0.227
C  0.905  1.016  0.165
C  0.240  1.816  1.195
N  -0.365  2.438  1.965
H  -1.812  -1.702  -0.384
H  -1.924  0.056  -0.038
H  -2.083  -0.551  -1.707
H  0.119  -0.841  1.109
H  1.554  -1.078  0.049
H  0.290  0.895  -0.838
H  1.951  1.336  0.033

## Properties
- E_HOMO: -10.32 eV
- E: -286.53344 hartree
- Net charge: 0
- HOMO-LUMO gap: 11.15 eV
- Lowest unoccupied orbital energy: 0.836 eV
- SMILES: COCCC#N

=====

# 5
The molecule C4H7NO, computed with wB97M-V/def2-TZVPD.

Atoms and positions in Å:
O  -0.009  0.218  -2.607
N  -0.983  0.120  -1.606
C  -0.420  0.006  -0.478
C  1.010  -0.079  -0.019
C  0.483  0.012  1.443
C  -0.981  -0.102  0.926
H  -0.538  0.330  -3.407
H  1.336  -1.088  -0.305
H  1.740  0.657  -0.383
H  0.816  -0.784  2.113
H  0.665  0.979  1.923
H  -1.483  -1.046  1.164
H  -1.651  0.711  1.219

## Properties
- E_HOMO: -9.44 eV
- E: -286.52220 hartree
- Net charge: 0
- HOMO-LUMO gap: 10.54 eV
- Lowest unoccupied orbital energy: 1.103 eV
- SMILES: ON=C1CCC1

=====

# 6
The molecule C4H7NO, computed with wB97M-V/def2-TZVPD.

Atoms and positions in Å:
C  -0.275  -1.234  -0.920
C  -0.533  0.166  -0.384
C  -0.443  0.298  1.143
N  0.942  0.723  1.394
C  1.353  1.139  0.268
O  0.550  1.031  -0.817
H  -0.222  -1.231  -2.013
H  0.675  -1.618  -0.531
H  -1.075  -1.915  -0.612
H  -1.469  0.570  -0.771
H  -1.111  1.090  1.509
H  -0.712  -0.631  1.655
H  2.318  1.598  0.067

## Properties
- E_HOMO: -9.63 eV
- E: -286.59563 hartree
- Net charge: 0
- HOMO-LUMO gap: 10.63 eV
- Lowest unoccupied orbital energy: 1.008 eV
- SMILES: C[C@H]1CN=CO1